{"formula": "C5H14NO2", "method": "ωB97M-V/def2-TZVPD", "elements": ["O", "C", "C", "C", "C", "C", "N", "H", "H", "H", "H", "H", "H", "H", "H", "H", "H", "H", "H", "H", "H", "O"], "xyz": [[2.245, -1.946, -0.564], [1.556, -1.083, -0.086], [0.344, -0.604, -0.909], [-0.942, -0.758, -0.043], [-1.115, 0.319, 1.053], [-1.216, 1.657, 0.375], [0.206, -1.712, -1.979], [1.748, -0.695, 0.922], [0.435, 0.281, -1.534], [-0.880, -1.734, 0.449], [-1.796, -0.795, -0.732], [-2.091, 0.209, 1.540], [-0.336, 0.193, 1.809], [-2.146, 1.596, -0.194], [-0.433, 2.113, -0.228], [-1.328, 2.494, 1.088], [-0.386, -1.422, -2.752], [1.184, -1.945, -2.197], [-0.273, -2.526, -1.593], [1.336, 2.243, 2.519], [2.391, 2.176, 1.438], [1.496, 1.940, 1.615]], "mulliken_charge": [-0.4823, 0.0920, -0.0440, -1.0867, -0.2985, -1.3683, -0.3244, 0.4205, 0.4829, 0.4450, 0.4357, 0.3102, 0.3308, 0.3810, 0.3006, 0.3579, 0.3436, 0.3483, 0.3328, 0.2916, 0.2712, -0.5400], "charge": 1, "e_homo_ev": -14.86, "de_lowest_kj_mol": 178.1, "homo_lumo_gap_ev": 11.3}


{"formula": "C26H49Cl6NO7P", "method": "ωB97M-V/def2-TZVPD", "elements": ["C", "C", "C", "C", "C", "C", "C", "C", "C", "C", "C", "C", "O", "C", "O", "C", "C", "O", "C", "O", "C", "O", "C", "C", "C", "C", "C", "Cl", "P", "O", "Cl", "N", "Cl", "C", "C", "O", "Cl", "H", "H", "H", "H", "H", "H", "H", "H", "H", "H", "H", "H", "H", "H", "H", "H", "H", "H", "H", "H", "H", "H", "H", "H", "H", "H", "H", "H", "H", "H", "H", "H", "H", "H", "H", "H", "H", "H", "H", "H", "H", "H", "H", "H", "H", "Cl", "C", "C", "Cl", "H", "H", "H", "H"], "xyz": [[1.910, -3.471, 0.735], [3.253, -3.894, 0.084], [4.405, -2.921, 0.375], [4.303, -1.659, -0.501], [4.874, -0.426, 0.252], [4.524, 0.853, -0.573], [3.726, 1.834, 0.290], [2.386, 1.257, 0.815], [1.501, 2.407, 1.329], [0.656, 3.136, 0.245], [-0.561, 2.402, -0.370], [-1.711, 3.446, -0.154], [-3.011, 3.073, -0.478], [-3.938, 3.734, 0.364], [-4.054, 3.175, 1.630], [-4.878, 2.003, 1.690], [-5.877, 2.217, 2.850], [-6.175, 1.022, 3.547], [-0.923, 1.224, 0.596], [-2.106, 0.518, 0.257], [-2.228, 0.139, -1.108], [-3.488, 0.452, -1.578], [-4.525, -0.282, -0.951], [-4.717, -1.731, -1.471], [-6.213, -2.113, -1.492], [-6.736, -2.252, -0.051], [-1.077, 0.561, -2.060], [0.157, -0.732, -1.804], [-1.614, 0.206, -3.881], [-2.147, -1.320, -3.630], [-3.304, 1.230, -4.474], [-0.431, 1.907, -1.827], [-1.151, 3.145, -2.895], [1.029, 1.970, -2.296], [1.391, 1.525, -3.720], [1.022, 1.945, -4.712], [2.650, 0.235, -3.791], [2.094, -2.638, 1.421], [1.160, -3.207, -0.014], [1.510, -4.286, 1.339], [3.165, -4.044, -0.995], [3.534, -4.858, 0.517], [4.403, -2.602, 1.420], [5.341, -3.441, 0.163], [4.874, -1.727, -1.429], [3.257, -1.402, -0.713], [4.480, -0.377, 1.268], [5.961, -0.507, 0.328], [5.476, 1.338, -0.802], [3.988, 0.595, -1.488], [3.473, 2.730, -0.300], [4.285, 2.197, 1.155], [2.648, 0.650, 1.687], [1.903, 0.573, 0.110], [0.937, 2.184, 2.234], [2.199, 3.182, 1.666], [1.389, 3.597, -0.420], [0.311, 4.008, 0.806], [-1.698, 3.558, 0.938], [-1.408, 4.445, -0.502], [-4.919, 3.816, -0.109], [-3.561, 4.753, 0.525], [-5.379, 1.832, 0.738], [-4.250, 1.163, 1.999], [-5.455, 2.927, 3.559], [-6.786, 2.676, 2.435], [-6.716, 0.477, 2.959], [-1.086, 1.660, 1.574], [-0.133, 0.470, 0.639], [-2.200, -0.959, -1.095], [-5.452, 0.252, -1.181], [-4.474, -0.320, 0.137], [-4.267, -2.396, -0.727], [-4.265, -1.826, -2.457], [-6.303, -3.061, -2.021], [-6.792, -1.345, -2.013], [-6.524, -1.345, 0.525], [-7.823, -2.334, -0.100], [-6.301, -3.106, 0.467], [-2.550, -1.622, -4.462], [1.714, 1.520, -1.583], [1.244, 3.036, -2.333], [6.422, -2.572, 3.827], [7.884, -3.554, 3.541], [7.885, -4.184, 2.171], [6.640, -5.448, 2.009], [7.943, -4.305, 4.326], [8.738, -2.886, 3.639], [8.846, -4.662, 1.986], [7.716, -3.443, 1.392]], "mulliken_charge": [-0.7727, -0.7763, -0.3791, 0.2906, -0.9563, -0.1599, -1.3187, 0.5816, -1.5919, -1.4589, 3.2863, -2.5401, -0.1545, -0.6000, -0.4309, 0.1625, -0.7499, -0.5377, -2.2015, -0.2612, -0.8483, -0.1374, -0.7151, -0.3695, -0.6017, -0.9376, 0.2365, -0.0129, 0.2566, -0.4860, -0.2219, 0.3795, 0.0417, -0.4705, 0.3216, -0.2801, -0.1338, 0.2051, 0.0239, 0.4191, 0.4079, 0.2887, 0.1587, 0.1987, 0.2752, -0.2138, 0.3451, 0.4387, 0.4535, -0.2281, 0.4052, 0.4610, 0.8265, -0.5711, 0.4223, 0.7068, 0.4790, 0.4021, 0.9895, 0.5038, 0.5014, 0.4070, 0.2751, 0.1747, 0.3582, 0.2933, 0.3071, 0.6992, 0.3695, 1.0723, 0.4911, 0.3353, 0.3285, 0.0182, 0.3474, 0.3693, 0.0787, 0.3923, 0.3219, 0.3601, -0.1282, 0.7577, -0.1610, -0.4556, -0.4228, -0.1734, 0.3338, 0.2914, 0.3720, 0.2350], "charge": 1, "e_homo_ev": -12.25, "homo_lumo_gap_ev": 7.8}


{"formula": "C3H7ClO", "method": "ωB97M-V/def2-TZVPD", "elements": ["C", "C", "C", "H", "H", "H", "H", "H", "H", "H", "O", "Cl"], "xyz": [[1.351, -0.835, 0.186], [-0.276, 0.629, -0.699], [-1.202, 0.498, 0.428], [1.958, -0.005, 0.626], [0.880, -1.670, 0.973], [2.156, -1.285, -0.364], [-0.846, 0.981, -1.573], [0.552, 1.285, -0.339], [-0.943, 0.303, 1.432], [-2.086, 1.377, 0.580], [0.486, -0.419, -0.922], [-2.031, -0.857, -0.329]], "mulliken_charge": [-0.7242, -0.4913, -0.3654, 0.3409, 0.2278, 0.3014, 0.3265, 0.3277, 0.3135, 0.2676, -0.3160, -0.2087], "e_homo_ev": -9.74, "de_lowest_kj_mol": 242.0, "homo_lumo_gap_ev": 10.7}


{"formula": "C24H29FN4O4", "method": "ωB97M-V/def2-TZVPD", "elements": ["C", "C", "C", "N", "C", "O", "C", "O", "N", "C", "C", "C", "C", "C", "C", "C", "C", "O", "C", "O", "N", "C", "C", "N", "C", "C", "C", "C", "F", "C", "C", "C", "C", "H", "H", "H", "H", "H", "H", "H", "H", "H", "H", "H", "H", "H", "H", "H", "H", "H", "H", "H", "H", "H", "H", "H", "H", "H", "H", "H", "H", "H"], "xyz": [[8.104, 4.014, -0.772], [6.605, 3.759, -0.854], [6.030, 3.402, 0.517], [4.610, 3.162, 0.454], [4.026, 1.986, 0.697], [4.578, 0.959, 1.055], [2.511, 2.049, 0.482], [1.959, 3.055, 0.064], [1.913, 0.904, 0.822], [0.512, 0.647, 0.631], [0.270, -0.260, -0.598], [0.870, -1.647, -0.467], [1.030, -2.383, -1.633], [1.542, -3.676, -1.638], [1.893, -4.211, -0.422], [1.731, -3.484, 0.757], [1.222, -2.209, 0.764], [2.143, -4.243, 1.819], [2.590, -5.465, 1.271], [2.416, -5.442, -0.130], [-1.127, -0.401, -0.973], [-1.988, -1.009, 0.021], [-3.299, -1.433, -0.656], [-3.955, -0.286, -1.248], [-4.858, 0.458, -0.505], [-4.903, 1.857, -0.544], [-5.865, 2.566, 0.151], [-6.797, 1.883, 0.906], [-7.735, 2.575, 1.596], [-6.791, 0.501, 0.965], [-5.834, -0.198, 0.260], [-3.063, 0.352, -2.190], [-1.750, 0.785, -1.525], [8.316, 4.836, -0.093], [8.621, 3.128, -0.411], [8.500, 4.267, -1.752], [6.100, 4.651, -1.234], [6.406, 2.940, -1.547], [6.487, 2.483, 0.893], [6.229, 4.213, 1.226], [3.994, 3.901, 0.137], [2.532, 0.146, 1.089], [0.085, 0.209, 1.535], [0.043, 1.618, 0.451], [0.762, 0.230, -1.449], [0.739, -1.933, -2.570], [1.662, -4.236, -2.550], [1.104, -1.691, 1.701], [3.657, -5.606, 1.507], [2.010, -6.296, 1.701], [-1.487, -1.886, 0.434], [-2.231, -0.312, 0.844], [-3.944, -1.914, 0.075], [-3.070, -2.146, -1.454], [-4.179, 2.417, -1.113], [-5.887, 3.644, 0.117], [-7.536, -0.014, 1.549], [-5.861, -1.276, 0.288], [-3.560, 1.194, -2.670], [-2.826, -0.391, -2.959], [-1.084, 1.224, -2.270], [-1.964, 1.542, -0.753]], "mulliken_charge": [-1.2418, -0.2010, -0.8088, -0.1067, 0.5162, -0.7204, 0.6350, -0.7400, 0.1131, -1.5479, 0.0404, -0.2652, -0.6784, -1.1486, 1.0125, 0.3293, -0.3167, -0.5163, -0.2686, -0.4873, 0.3445, -0.0990, -1.5770, 0.1159, 0.7988, -0.2223, -0.8750, 0.3340, -0.3401, -0.7180, -0.2482, -1.5049, -0.2389, 0.3167, 0.3257, 0.3581, 0.3212, 0.2624, 0.3566, 0.3208, 0.2564, 0.3399, 0.1584, 0.4703, 0.6839, 0.4560, 0.4206, 0.4635, 0.2609, 0.2484, 0.4483, 0.2023, 0.4388, 0.3305, 0.2555, 0.4137, 0.4164, 0.4105, 0.5742, 0.3951, 0.4763, 0.2501], "smiles": "CCCNC(=O)C(=O)NC[C@@H](c1ccc2c(c1)OCO2)N1CCN(c2ccc(F)cc2)CC1", "e_homo_ev": -7.55, "de_lowest_kj_mol": 186.0, "homo_lumo_gap_ev": 8.2}


{"formula": "C4H8O2", "method": "ωB97M-V/def2-TZVPD", "elements": ["C", "C", "O", "C", "C", "O", "H", "H", "H", "H", "H", "H", "H", "H"], "xyz": [[-2.296, -0.592, 0.400], [-1.069, 0.091, -0.162], [-0.012, 0.081, 0.860], [1.130, 0.672, 0.377], [2.529, 0.069, -0.160], [1.050, 1.483, -0.513], [-2.071, -1.619, 0.699], [-2.675, -0.050, 1.270], [-3.088, -0.622, -0.360], [-0.684, -0.442, -1.043], [-1.282, 1.116, -0.476], [3.350, 0.662, 0.240], [2.616, 0.102, -1.280], [2.504, -0.952, 0.148]], "mulliken_charge": [-1.1423, -0.1934, -0.3482, 0.6164, -0.9229, -0.4554, 0.3000, 0.2993, 0.3596, 0.2838, 0.2991, 0.2919, 0.2790, 0.3332], "smiles": "CCOC(C)=O", "e_homo_ev": -9.44, "de_lowest_kj_mol": 261.9, "homo_lumo_gap_ev": 10.1}


{"formula": "C2H4IO3P", "method": "ωB97M-V/def2-TZVPD", "elements": ["C", "C", "O", "O", "O", "P", "I", "H", "H", "H", "H"], "xyz": [[-0.492, -0.131, -0.432], [-1.870, 0.502, -0.700], [2.118, -1.366, 0.639], [2.647, 0.954, -0.327], [1.775, 0.806, 1.967], [2.005, 0.090, 0.722], [-3.605, -0.010, 0.849], [-0.143, -0.320, -1.338], [0.363, 0.526, -0.027], [-0.570, -0.955, 0.245], [-2.228, -0.094, -1.599]], "mulliken_charge": [-0.8800, -0.6238, -0.6740, -0.7029, -0.6609, 0.8615, -0.4732, 0.4014, 0.2520, 0.4039, 0.0961], "charge": -2, "e_homo_ev": 0.35, "de_lowest_kj_mol": 419.7, "homo_lumo_gap_ev": 4.9}


{"formula": "H5OS2", "method": "ωB97M-V/def2-TZVPD", "elements": ["O", "H", "H", "H", "S", "S", "H", "H"], "xyz": [[0.909, 2.188, -1.045], [0.644, 1.343, -0.671], [1.205, 2.719, -0.294], [0.941, -1.914, 1.527], [-0.866, -0.275, -0.638], [-0.011, -2.632, 0.891], [-2.188, -0.015, -0.484], [-0.633, -1.414, 0.715]], "mulliken_charge": [-0.5165, 0.3049, 0.3536, 0.2840, -0.0393, 0.0243, 0.3149, 0.2739], "charge": 1, "e_homo_ev": -15.52, "de_lowest_kj_mol": 379.6, "homo_lumo_gap_ev": 5.3}


{"formula": "C27H42N4O4S", "method": "ωB97M-V/def2-TZVPD", "elements": ["C", "C", "C", "N", "C", "C", "C", "C", "C", "C", "N", "C", "O", "C", "C", "N", "C", "C", "C", "C", "C", "S", "O", "O", "N", "C", "C", "C", "C", "C", "C", "C", "C", "C", "C", "O", "H", "H", "H", "H", "H", "H", "H", "H", "H", "H", "H", "H", "H", "H", "H", "H", "H", "H", "H", "H", "H", "H", "H", "H", "H", "H", "H", "H", "H", "H", "H", "H", "H", "H", "H", "H", "H", "H", "H", "H", "H", "H"], "xyz": [[-8.293, -1.355, 1.661], [-7.629, -2.429, 0.809], [-7.004, -1.829, -0.455], [-5.973, -0.861, -0.149], [-5.846, 0.235, -1.089], [-5.297, -0.094, -2.493], [-6.347, -0.583, -3.486], [-4.719, -1.435, 0.301], [-4.498, -1.240, 1.808], [-4.209, 0.218, 2.163], [-2.912, 0.627, 1.683], [-2.720, 1.587, 0.772], [-3.612, 2.263, 0.277], [-1.289, 1.811, 0.382], [-1.070, 2.812, -0.513], [0.134, 3.177, -0.991], [0.227, 4.257, -1.947], [1.262, 2.526, -0.549], [2.543, 2.883, -1.002], [3.655, 2.221, -0.537], [3.521, 1.202, 0.397], [5.010, 0.364, 0.938], [4.706, -0.409, 2.107], [6.070, 1.328, 1.008], [5.276, -0.597, -0.400], [6.619, -0.672, -0.922], [4.406, -1.756, -0.465], [4.065, -2.119, -1.911], [3.015, -3.227, -1.928], [3.523, -4.455, -1.177], [3.892, -4.091, 0.259], [4.941, -2.982, 0.279], [2.282, 0.835, 0.856], [1.134, 1.480, 0.386], [-0.177, 1.037, 0.892], [-0.273, 0.088, 1.668], [-8.648, -1.772, 2.601], [-7.582, -0.561, 1.871], [-9.140, -0.924, 1.134], [-6.862, -2.944, 1.388], [-8.370, -3.174, 0.508], [-7.792, -1.317, -1.011], [-6.624, -2.657, -1.083], [-5.186, 0.975, -0.631], [-6.832, 0.698, -1.191], [-4.844, 0.817, -2.891], [-4.505, -0.841, -2.407], [-5.910, -0.680, -4.478], [-7.171, 0.125, -3.546], [-6.746, -1.552, -3.199], [-4.688, -2.511, 0.077], [-3.880, -0.968, -0.224], [-5.383, -1.560, 2.354], [-3.654, -1.857, 2.127], [-4.238, 0.346, 3.252], [-4.955, 0.871, 1.708], [-2.094, 0.109, 1.997], [-1.933, 3.359, -0.871], [-0.772, 4.631, -2.160], [0.827, 5.075, -1.545], [0.675, 3.908, -2.879], [2.668, 3.681, -1.716], [4.646, 2.487, -0.867], [6.590, -0.734, -2.011], [7.181, -1.521, -0.523], [7.119, 0.247, -0.626], [3.486, -1.434, 0.035], [3.696, -1.233, -2.431], [4.965, -2.466, -2.422], [2.776, -3.493, -2.960], [2.100, -2.865, -1.454], [2.757, -5.232, -1.178], [4.403, -4.852, -1.688], [3.000, -3.752, 0.789], [4.276, -4.971, 0.778], [5.853, -3.340, -0.202], [5.174, -2.695, 1.305], [2.175, 0.056, 1.595]], "mulliken_charge": [-1.1567, -0.5331, -1.0437, 0.7632, -0.7807, -0.3049, -1.3230, -1.1130, -0.7891, -1.2045, -0.0196, 0.5839, -0.7777, -0.7482, 0.0356, 0.1551, -1.1830, 0.3635, -0.7611, -1.3888, -0.2546, 1.4137, -0.7207, -0.7804, 0.3240, -1.0417, 0.2729, -1.0091, -0.5924, -0.6755, -0.6950, -0.9416, 0.1675, 0.0433, 1.4806, -0.9106, 0.3620, 0.2233, 0.3519, 0.2509, 0.4388, 0.5278, 0.2677, 0.1297, 0.5740, 0.3853, 0.2892, 0.4197, 0.3059, 0.2455, 0.3819, 0.5278, 0.2924, 0.5171, 0.3288, 0.4919, 0.2643, 0.4041, 0.3176, 0.3740, 0.3711, 0.4421, 0.5177, 0.3031, 0.3477, 0.4093, 0.0178, 0.2550, 0.4009, 0.3721, 0.2911, 0.3350, 0.3200, 0.3295, 0.3691, 0.3945, 0.3221, 0.6756], "smiles": "CCCN(CCC)CCCNC(=O)c1cn(C)c2ccc(S(=O)(=O)N(C)C3CCCCC3)cc2c1=O", "e_homo_ev": -7.85, "de_lowest_kj_mol": 15.0, "homo_lumo_gap_ev": 7.7}